Below is a structure of composition C28H52BF3N10O2Se2Si2Ta in a non-equilibrium geometry, with properties calculated with ωB97M-V/def2-TZVPD.

Geometry as XYZ:
```
101
Properties=species:S:1:pos:R:3
Ta -0.005 0.095 0.498
C -3.793 2.726 -2.599
N -3.171 1.636 -3.340
C -3.719 1.265 -4.642
C -2.215 0.901 -2.705
N -1.705 1.135 -1.562
N -1.795 -0.235 -3.388
C -0.823 -1.107 -2.967
N -0.656 -2.160 -3.821
N -0.096 -0.940 -1.913
H -4.711 3.014 -3.102
H -3.139 3.601 -2.544
H -4.055 2.412 -1.586
H -4.290 2.101 -5.031
H -4.386 0.399 -4.583
H -2.929 1.069 -5.370
H -2.082 1.972 -1.145
H -2.272 -0.468 -4.237
H -1.327 -2.351 -4.544
H -0.090 -2.936 -3.535
H 0.563 -1.702 -1.854
O -2.919 5.246 1.243
C -1.783 5.191 2.101
C -1.093 3.835 1.913
C 0.150 3.917 2.803
O 0.742 2.650 2.967
C -2.063 2.761 2.412
Se -2.057 0.920 1.683
C -0.775 3.705 0.415
Se 0.624 2.459 -0.223
H -3.357 6.095 1.351
H -2.077 5.299 3.150
H -1.069 5.986 1.861
H -0.156 4.300 3.786
H 0.856 4.629 2.358
H 1.608 2.758 3.370
H -3.080 3.055 2.168
H -1.976 2.653 3.491
H -0.435 4.670 0.047
H -1.684 3.451 -0.122
B 3.264 0.588 1.658
N 3.219 -0.572 0.627
C 4.204 -1.390 0.258
C 3.676 -2.407 -0.526
C 2.322 -2.129 -0.576
N 2.047 -1.007 0.114
N 2.242 0.192 2.765
C 2.431 0.176 4.083
C 1.222 -0.094 4.716
C 0.316 -0.239 3.685
N 0.939 -0.074 2.503
H 4.364 0.656 2.145
H 2.908 1.611 1.135
H 5.219 -1.202 0.574
H 4.198 -3.239 -0.972
H 1.537 -2.734 -1.003
H 3.410 0.367 4.496
H 1.033 -0.177 5.775
H -0.733 -0.478 3.726
F 6.352 0.858 -5.318
C 6.542 0.823 -3.989
F 7.437 1.767 -3.675
F 7.089 -0.373 -3.699
C 5.242 1.003 -3.252
C 4.184 0.158 -3.543
C 3.008 0.318 -2.830
N 2.848 1.242 -1.878
C 3.868 2.062 -1.632
C 5.091 1.978 -2.287
H 4.275 -0.607 -4.305
H 2.149 -0.313 -3.026
H 3.696 2.818 -0.870
H 5.899 2.656 -2.044
C -1.259 -3.469 3.477
Si -0.241 -3.226 1.923
C 1.515 -3.023 2.581
C -0.103 -4.863 1.011
C -1.019 -1.990 0.674
Si -2.880 -2.315 0.423
C -3.852 -0.972 -0.463
C -3.923 -2.629 1.940
C -3.038 -3.764 -0.762
H -0.614 -3.852 4.274
H -2.056 -4.198 3.318
H -1.725 -2.544 3.831
H 1.906 -4.034 2.742
H 1.534 -2.511 3.545
H 2.213 -2.516 1.917
H 0.348 -5.610 1.673
H 0.547 -4.772 0.131
H -1.066 -5.255 0.676
H -0.624 -2.361 -0.286
H -4.359 -0.314 0.249
H -4.617 -1.447 -1.090
H -3.216 -0.352 -1.090
H -3.736 -1.879 2.715
H -3.782 -3.617 2.378
H -4.973 -2.542 1.642
H -2.549 -3.531 -1.719
H -4.094 -3.968 -0.969
H -2.594 -4.688 -0.381
```

Output
F_max	1.77	eV Å⁻¹
frontier orbital gap	6.550	eV
E_LUMO	-3.7	eV
energy above the lowest of the compared OMol25 structures with the same formula, charge and spin	280.4	kJ/mol
HOMO energy	-10.27	eV
charge	+1